[1]
# BCsF4

BCsF4 as an isolated structure at a distorted geometry (ωB97M-V/def2-TZVPD, OMol25).

```
6
Properties=species:S:1:pos:R:3:forces:R:3
Cs 21.29100 -7.60395 -2.16806 -3.6 3.3 7.6
B 22.61340 -8.89703 -3.92267 2.4 -4.2 -3.3
F 23.32094 -7.97419 -3.27950 3.7 2.2 0.6
F 23.30835 -9.32489 -5.03279 -0.2 0.3 -0.8
F 22.44289 -10.00979 -3.12511 -0.6 -0.7 1.3
F 21.38343 -8.37305 -4.19947 -1.7 -0.9 -5.4
```
Forces are in eV/Å.

Multiplicity = 1
HOMO level = -12.118 eV
LUMO level = -0.38 eV
Charge = 0
Energy relative to the best compared isomer or geometry (same formula, charge and spin) = 2.107 eV

=====

[2]
# CH11N2O3

A 4-piece molecular cluster, CH11N2O3 overall at a distorted geometry (ωB97M-V/def2-TZVPD, OMol25).

```
17
Properties=species:S:1:pos:R:3:forces:R:3
N -0.61403 -0.32355 -0.03270 -0.5 -0.2 3.0
C -0.68133 -0.64056 -1.32569 -4.2 -5.5 0.3
N -0.10238 -0.05635 -2.33289 2.8 3.7 -2.0
H -0.03673 0.39385 0.32568 0.3 0.5 0.2
H -1.24505 -0.83754 0.60199 0.8 1.0 -0.7
H -1.31091 -1.56305 -1.48901 0.9 1.2 -0.2
H -0.14658 -0.32045 -3.28337 -0.3 -0.4 -0.3
H 0.41737 0.79340 -2.10399 -0.2 -0.6 -0.5
H -3.46504 -2.08832 1.46273 1.0 3.1 0.0
H -3.59073 -0.59562 2.08096 0.3 -0.6 -0.5
O -3.09235 -1.11478 1.41876 -1.4 -2.7 0.6
H 1.87446 2.15353 -0.35205 -0.3 -0.2 -0.4
H 1.99709 0.74583 0.03757 -0.2 -0.1 -0.4
O 1.54702 1.28305 -0.63591 0.7 1.2 0.0
H 3.03608 1.41847 2.09995 -0.9 -0.2 -0.8
H 2.92408 0.00056 1.91749 0.8 -2.7 0.6
O 2.48902 0.75153 1.61047 0.5 2.6 1.2
```
Forces are in eV/Å.

Multiplicity = 2
HOMO level (alpha / beta) = -2.530 / -8.121 eV
LUMO level (alpha / beta) = 0.45 / 0.30 eV
Charge = 0
Energy relative to the best compared isomer or geometry (same formula, charge and spin) = 0.945 eV

=====

[3]
# C4H10NO

An isolated ion of composition C4H10NO and charge +2 at a distorted geometry (ωB97M-V/def2-TZVPD, OMol25).

```
16
Properties=species:S:1:pos:R:3:forces:R:3
C 0.87535 -1.48007 1.26084 1.4 -1.2 0.7
C 0.44674 -0.19560 0.61730 -1.2 -0.3 -1.3
C -0.27121 -0.52868 -0.72516 -0.3 -0.8 -0.9
C -1.54860 0.28009 -1.18175 0.9 0.2 0.8
O -1.73633 1.28812 -0.58335 -0.5 0.1 -0.3
N 1.58149 0.77950 0.34891 0.0 0.0 0.2
H 1.83302 -1.37366 1.78707 -0.3 0.3 0.3
H 1.11685 -2.34708 0.63336 -0.3 0.4 -0.6
H 0.15152 -1.85515 1.98150 -0.1 0.3 0.0
H -0.29348 0.29621 1.24269 0.3 0.3 0.3
H -0.67814 -1.55209 -0.77881 -0.1 0.1 0.7
H 0.33402 -0.57651 -1.64717 0.2 0.4 0.2
H -2.20026 -0.11157 -1.98777 -0.1 0.0 -0.1
H 2.44693 0.55954 0.85274 -0.1 -0.2 0.4
H 1.32074 1.73405 0.62978 0.2 0.0 -0.3
H 1.86087 0.74658 -0.63232 0.0 0.4 -0.1
```
Forces are in eV/Å.

Multiplicity = 2
HOMO level (alpha / beta) = -21.370 / -21.405 eV
LUMO level (alpha / beta) = -10.10 / -13.92 eV
Charge = +2
Energy relative to the best compared isomer or geometry (same formula, charge and spin) = 0.853 eV

=====

[4]
# C7H6O

One molecule with the formula C7H6O at a distorted geometry (ωB97M-V/def2-TZVPD, OMol25).

```
14
Properties=species:S:1:pos:R:3:forces:R:3
O -2.91589 -0.02532 0.36402 5.5 -0.1 -2.4
C -1.67803 -0.03715 -0.08025 -2.5 -1.5 2.0
C -0.90064 -1.39222 -0.17082 -3.4 2.1 0.3
C 0.41585 -1.48489 -0.16657 3.0 -3.6 0.1
C 1.53493 -0.62292 0.07540 -1.6 1.1 -0.1
C 1.49151 0.70196 0.10442 0.5 3.6 2.6
C 0.30723 1.63357 -0.00310 -1.7 -2.1 -2.5
C -1.01458 1.28812 -0.37609 1.3 -1.6 2.1
H -1.65954 -2.21683 -0.10383 1.3 0.5 -0.4
H 0.99743 -2.50378 -0.18235 -2.3 1.1 -0.1
H 2.38846 -1.11956 0.45528 1.0 -0.3 -0.2
H 2.41412 1.24594 0.61151 -1.8 -1.1 -1.6
H 0.54812 2.68112 -0.04856 0.1 0.3 0.2
H -1.92896 1.85195 -0.47907 0.6 1.6 -0.2
```
Forces are in eV/Å.

SMILES = O=c1cccccc1
Multiplicity = 1
HOMO level = -9.152 eV
LUMO level = -0.52 eV
Charge = 0
Energy relative to the best compared isomer or geometry (same formula, charge and spin) = 1.831 eV

=====

[5]
# C25H70N6O7

A 7-piece molecular cluster, C25H70N6O7 overall (ωB97M-V/def2-TZVPD, OMol25).

```
108
Properties=species:S:1:pos:R:3:forces:R:3
C -4.57594 -3.19031 1.29091 0.1 0.3 0.4
O -4.34211 -4.48815 0.81212 0.1 -0.1 -0.2
C -3.66200 -5.28862 1.74978 -0.1 0.1 0.4
C -3.23519 -6.60003 1.11468 -0.8 -0.3 -0.1
C -2.22153 -6.38547 0.02179 -0.1 0.2 -0.8
N -4.38795 -7.35512 0.54057 0.3 0.6 0.2
H -5.23190 -2.67123 0.59718 0.0 0.0 -0.1
H -3.64239 -2.62002 1.40153 0.0 -0.1 -0.1
H -5.04349 -3.19949 2.28666 -0.1 -0.1 -0.1
H -2.78689 -4.76231 2.16268 0.0 0.0 -0.2
H -4.32605 -5.48943 2.60859 0.0 0.0 -0.1
H -2.84673 -7.22424 1.92408 0.3 0.1 0.0
H -1.39047 -5.74221 0.31221 0.2 -0.3 0.2
H -2.69064 -5.84807 -0.81194 -0.1 0.1 0.2
H -1.90661 -7.33152 -0.41850 0.3 0.0 0.3
H -5.22768 -7.05386 1.02803 0.0 -0.2 0.1
H -4.52806 -7.00662 -0.40343 0.0 -0.1 0.0
C -0.10250 1.10416 1.13728 0.3 -0.2 0.6
O -0.49816 0.05976 0.28977 -0.2 0.0 -0.4
C 0.53473 -0.88436 0.12243 -0.1 0.1 0.7
C 0.09475 -1.92947 -0.87107 0.1 -0.3 -0.5
C -1.22043 -2.58767 -0.47035 0.1 0.1 -0.1
N 1.18909 -2.90493 -1.01407 0.1 0.3 0.1
H 0.09143 0.73613 2.15548 0.1 0.0 -0.1
H -0.89221 1.84822 1.21668 -0.1 0.0 -0.3
H 0.83033 1.54752 0.77325 -0.1 0.2 0.0
H 1.46796 -0.37858 -0.16428 0.0 -0.1 -0.3
H 0.73635 -1.36704 1.09797 0.0 0.0 -0.1
H -0.03673 -1.45110 -1.84928 -0.1 0.1 0.1
H -2.03996 -1.87394 -0.39423 0.1 0.1 0.1
H -1.08089 -3.08936 0.49126 -0.2 -0.1 0.0
H -1.51104 -3.30901 -1.23764 0.1 -0.2 0.1
H 0.84118 -3.79680 -1.34380 -0.1 0.0 0.1
H 1.64989 -3.05144 -0.11893 -0.2 -0.2 0.0
C 1.35769 5.03786 -1.14264 -0.3 -0.1 -0.3
O 0.38900 5.28228 -0.14878 0.3 0.4 0.0
C 0.88648 5.03065 1.15223 -0.8 -0.5 -0.2
C -0.06110 5.62240 2.17185 -0.1 0.7 0.5
C -1.46071 5.04890 2.04154 -0.1 -0.1 -0.6
N -0.12722 7.10153 2.13827 0.1 -0.1 -0.6
H 2.26827 5.62298 -0.97925 0.1 -0.1 0.1
H 0.94000 5.34642 -2.10224 -0.1 0.0 0.1
H 1.58041 3.96649 -1.21309 0.2 0.0 0.1
H 0.85466 3.94459 1.32571 0.4 0.0 0.0
H 1.91060 5.40184 1.25653 0.0 0.0 0.1
H 0.33884 5.35625 3.15852 0.0 -0.1 -0.1
H -2.15802 5.52918 2.72575 0.1 -0.1 0.2
H -1.46493 3.96547 2.17418 0.0 0.0 0.3
H -1.84121 5.22348 1.03023 0.1 0.1 0.0
H -0.93303 7.38812 1.58891 -0.1 -0.1 0.1
H 0.64371 7.44437 1.56926 0.1 0.0 0.3
C 5.09240 0.81829 -1.45284 -0.1 -0.3 -0.2
O 5.12910 -0.25752 -2.37313 0.2 0.3 0.2
C 3.84512 -0.62799 -2.80827 -0.3 -0.2 -0.1
C 3.91105 -1.99033 -3.45918 -0.1 -0.7 0.6
C 4.80114 -2.05107 -4.67265 -0.4 0.0 -0.5
N 2.54194 -2.40854 -3.78448 0.2 0.5 -0.1
H 4.79094 0.46893 -0.45764 0.0 0.0 0.0
H 4.38036 1.58398 -1.78003 0.1 0.1 0.0
H 6.09132 1.24389 -1.39942 0.0 0.0 0.0
H 3.16061 -0.72589 -1.95252 0.0 0.2 0.0
H 3.43105 0.09757 -3.52368 0.0 0.1 0.1
H 4.30476 -2.65712 -2.67063 0.3 0.1 -0.2
H 4.34505 -1.44426 -5.46255 0.2 0.1 0.0
H 4.82699 -3.07052 -5.06647 0.2 0.0 0.1
H 5.81093 -1.70415 -4.47320 0.0 0.0 0.0
H 2.57780 -3.30157 -4.25996 -0.1 0.0 0.1
H 2.05465 -2.52215 -2.89560 -0.1 -0.2 -0.2
C -6.08873 -0.35630 -5.30006 -0.3 -0.3 -0.3
O -5.94228 0.58083 -4.26950 0.2 0.1 0.0
C -5.25104 0.07650 -3.14675 0.0 0.0 0.6
C -4.56571 1.22986 -2.42479 -0.3 -0.1 -0.6
C -3.68175 0.71580 -1.32083 -0.2 -0.4 0.6
N -5.60505 2.12855 -1.86954 0.3 0.2 -0.8
H -6.76742 -1.16941 -5.01007 0.1 0.0 0.0
H -5.13058 -0.78556 -5.61484 0.0 0.0 0.1
H -6.52129 0.14073 -6.16887 0.0 0.1 0.1
H -5.94456 -0.41310 -2.44559 -0.1 0.0 -0.1
H -4.49453 -0.66349 -3.43028 0.0 0.0 -0.2
H -3.97363 1.71797 -3.21273 0.1 0.1 0.2
H -4.33422 0.26493 -0.56434 0.1 0.1 0.1
H -3.11799 1.50800 -0.82937 0.0 0.0 -0.1
H -2.98339 -0.06302 -1.62894 0.1 0.2 -0.2
H -6.25217 2.29173 -2.64203 -0.2 -0.1 0.2
H -5.17993 3.04861 -1.76749 0.0 -0.1 0.4
C 3.72077 5.66732 4.48463 0.0 0.5 -0.1
O 3.20223 4.54490 3.82219 -0.1 -0.3 -0.2
C 3.76043 3.34316 4.31398 0.3 0.0 0.1
C 3.06277 2.11873 3.73014 -0.3 0.8 -0.1
C 3.17394 2.07271 2.21149 0.6 0.5 0.1
N 1.64620 2.08339 4.09749 0.0 -0.5 -0.2
H 3.49097 5.62537 5.55529 0.1 0.1 0.0
H 3.25719 6.55344 4.05015 -0.1 -0.1 0.1
H 4.80274 5.78930 4.34206 0.0 -0.3 0.1
H 4.83414 3.33239 4.07171 0.0 -0.1 0.1
H 3.64400 3.30268 5.40794 0.1 0.1 0.0
H 3.57656 1.25537 4.15768 -0.1 -0.1 0.0
H 2.92035 1.07937 1.85336 0.0 0.1 -0.3
H 4.18043 2.37102 1.89848 0.1 -0.5 0.1
H 2.57477 2.85293 1.74308 -0.4 -0.3 0.1
H 1.51152 2.12197 5.09936 0.0 0.1 0.0
H 1.16862 2.87184 3.67861 0.0 0.1 0.1
C 3.45502 -4.64099 0.90524 0.5 0.5 0.4
O 2.45920 -3.87079 1.58915 0.1 -0.2 0.0
H 3.39594 -4.42634 -0.16119 -0.1 -0.4 -0.1
H 4.44678 -4.31108 1.23311 -0.1 0.0 0.0
H 3.39476 -5.69848 1.15289 -0.2 -0.1 -0.3
H 1.92812 -4.47055 2.11702 -0.1 0.1 0.0
```
Forces are in eV/Å.

SMILES = COC[C@H](C)N.COC[C@H](C)N.COC[C@H](C)N.COC[C@H](C)N.COC[C@H](C)N.COC[C@H](C)N.CO
Multiplicity = 1
HOMO level = -8.756 eV
LUMO level = 0.36 eV
Charge = 0
Energy relative to the best compared isomer or geometry (same formula, charge and spin) = 0.677 eV

=====

Number 1: DFT total energy -12099.3402 eV. Number 2: DFT total energy -10335.0919 eV. Number 3: DFT total energy -7826.2873 eV. Number 4: DFT total energy -9400.3886 eV. Number 5: DFT total energy -50329.9918 eV.